Entry 1:
{"formula": "C15H27Cl6NO7", "method": "ωB97M-V with the def2-TZVPD basis set", "species": ["O", "C", "O", "C", "C", "O", "H", "H", "H", "H", "O", "C", "O", "C", "C", "O", "H", "H", "H", "H", "C", "N", "C", "C", "O", "H", "H", "H", "H", "H", "H", "H", "Cl", "C", "C", "Cl", "H", "H", "H", "H", "Cl", "C", "C", "Cl", "H", "H", "H", "H", "Cl", "C", "C", "Cl", "H", "H", "H", "H"], "positions_angstrom": [[-2.81851, 0.06757, 2.37066], [-2.78799, 1.30198, 2.32797], [-3.04294, 2.06242, 1.17702], [-2.85627, 3.46613, 1.40805], [-2.32229, 3.45358, 2.82799], [-2.29473, 2.14175, 3.22866], [-2.04862, 3.90296, 0.82071], [-3.80041, 4.00608, 1.47985], [-3.04067, 4.08409, 3.35189], [-1.38722, 4.00739, 2.74398], [5.52009, -1.86653, 0.31707], [4.59047, -2.27099, -0.36502], [4.10765, -1.80442, -1.53350], [3.09701, -2.64778, -2.04131], [2.55167, -3.23850, -0.72599], [3.72461, -3.15434, 0.04838], [2.35694, -2.03648, -2.55775], [3.51877, -3.26684, -2.83314], [2.36425, -4.30596, -0.84222], [1.65784, -2.64015, -0.54953], [-2.85601, -5.73702, -1.91303], [-2.87863, -4.30376, -2.00997], [-3.92924, -3.57263, -2.29662], [-3.72420, -2.11796, -2.35027], [-5.02816, -4.09359, -2.57852], [-3.72097, -6.20976, -1.44776], [-2.08937, -6.24684, -1.32955], [-2.80720, -6.20744, -2.89508], [-2.06769, -3.79815, -1.68311], [-3.42913, -1.73349, -3.32660], [-2.92729, -1.83793, -1.66135], [-4.55735, -1.47510, -2.06621], [3.19241, 0.32813, 4.03392], [2.23782, -0.64244, 2.85138], [2.30080, -0.05485, 1.49311], [1.66590, 1.67251, 1.43293], [1.18157, -0.60848, 3.11833], [2.50784, -1.69847, 2.85041], [1.52397, -0.54286, 0.90450], [3.25291, -0.18791, 0.97942], [-1.08054, 2.42077, -2.67055], [-0.23534, 1.60286, -1.38748], [-0.73910, 0.19471, -1.08965], [-0.32584, -0.86809, -2.40158], [-0.28906, 2.29215, -0.54482], [0.82487, 1.58465, -1.63992], [-1.82354, 0.16480, -0.98395], [-0.37221, -0.36883, -0.23179], [0.73169, 5.44693, 2.36925], [1.62106, 5.27262, 0.85933], [3.14410, 4.94501, 1.20248], [4.06857, 4.72922, -0.37235], [1.56589, 6.14186, 0.20397], [1.16574, 4.46548, 0.28546], [3.21889, 4.05331, 1.82488], [3.58722, 5.72864, 1.81702]], "e_homo_ev": -9.5, "gap_ev": 9.54, "relative_energy_kcal_mol": 34.3, "total_energy_ha": -3930.30536, "multiplicity": 1, "smiles": "O=C1OCCO1.O=C1OCCO1.CNC(C)=O.ClCCCl.ClCCCl.ClCCCl"}

Entry 2:
{"formula": "C41H55IrN8O", "method": "ωB97M-V with the def2-TZVPD basis set", "species": ["Ir", "C", "C", "C", "C", "C", "C", "C", "C", "C", "C", "C", "C", "N", "C", "C", "C", "C", "C", "N", "C", "C", "C", "C", "H", "H", "H", "H", "H", "H", "H", "H", "H", "H", "H", "H", "H", "H", "H", "H", "H", "H", "H", "H", "H", "H", "H", "H", "H", "H", "H", "H", "H", "C", "C", "C", "C", "C", "N", "C", "O", "N", "C", "C", "C", "C", "N", "C", "C", "C", "H", "H", "H", "H", "H", "H", "H", "H", "H", "H", "H", "H", "H", "C", "C", "N", "C", "N", "C", "C", "C", "N", "C", "H", "H", "H", "H", "H", "H", "H", "H", "H", "H", "H", "H", "H"], "positions_angstrom": [[-0.75881, 0.35154, -0.82914], [1.22491, 1.15792, 3.57222], [0.15465, 0.26980, 4.20871], [-0.84959, 1.06919, 5.05371], [-0.46827, -0.84694, 3.34964], [-0.70119, -2.01461, 4.08061], [-1.08627, -3.20567, 3.50458], [-1.17543, -3.27651, 2.12841], [-0.99050, -2.14935, 1.34019], [-0.98891, -2.42097, -0.15976], [0.26081, -3.18419, -0.57953], [-2.27556, -3.03846, -0.68501], [-0.73561, -0.90446, 1.96194], [-0.82568, 0.28077, 1.16459], [-1.16517, 1.46809, 1.65065], [-1.13293, 2.56498, 0.80606], [-1.31165, 3.96035, 0.91908], [-1.00441, 4.49477, -0.31265], [-0.64936, 3.42877, -1.18538], [-0.72729, 2.29818, -0.50072], [-0.10212, 3.52587, -2.58449], [-0.86789, 4.59002, -3.37820], [1.37437, 3.94751, -2.44966], [-0.18100, 2.19094, -3.35098], [1.72414, 1.71077, 4.36919], [0.84950, 1.90565, 2.87426], [1.98671, 0.55438, 3.07395], [0.71701, -0.31748, 4.93708], [-1.32265, 1.89759, 4.52036], [-0.32971, 1.51761, 5.90029], [-1.63781, 0.42791, 5.44774], [-0.52981, -1.98483, 5.14986], [-1.24982, -4.08280, 4.11500], [-1.38122, -4.22691, 1.65339], [-0.90697, -1.42660, -0.68072], [0.25664, -4.16730, -0.10783], [1.16897, -2.66643, -0.26782], [0.28059, -3.33171, -1.66045], [-2.34183, -4.07782, -0.36253], [-2.28527, -3.03485, -1.77513], [-3.15356, -2.50920, -0.31774], [-1.43788, 1.54415, 2.69054], [-1.59460, 4.49747, 1.81025], [-1.00335, 5.53927, -0.57622], [-0.75110, 5.57844, -2.93578], [-1.93322, 4.35887, -3.42595], [-0.48161, 4.63904, -4.39691], [1.46448, 4.89411, -1.91742], [1.81649, 4.06772, -3.43944], [1.94749, 3.19335, -1.90303], [-1.09270, 2.10792, -3.94066], [-0.12130, 1.30009, -2.69279], [0.66871, 2.08779, -4.02629], [5.07000, -4.20423, 2.53997], [5.32700, -3.48262, 1.24702], [6.44182, -2.66693, 1.08011], [6.67146, -1.99601, -0.11044], [5.79159, -2.13961, -1.17713], [6.08187, -1.44149, -2.37806], [5.24400, -1.08670, -3.39611], [5.60078, -0.92153, -4.53523], [3.88078, -0.91373, -3.06079], [3.34128, -0.29811, -1.94845], [4.08645, 0.30056, -0.92581], [3.42382, 0.86561, 0.14403], [2.04185, 0.85468, 0.19457], [1.32537, 0.29316, -0.78179], [1.95586, -0.26642, -1.82382], [4.68528, -2.97070, -1.03800], [4.46123, -3.62062, 0.16515], [5.94109, -4.16778, 3.19168], [4.82657, -5.25195, 2.36241], [4.23207, -3.75779, 3.07934], [7.14881, -2.55479, 1.89268], [7.54535, -1.36378, -0.21578], [7.05298, -1.40022, -2.65263], [3.31804, -0.90955, -3.89913], [5.16376, 0.33264, -0.98009], [3.97907, 1.33458, 0.94405], [1.49280, 1.30341, 1.00809], [1.33325, -0.73454, -2.57904], [4.02103, -3.14328, -1.87420], [3.60643, -4.28237, 0.25170], [-5.84593, 1.06439, 1.47500], [-4.83096, 0.02311, 1.89448], [-3.78597, -0.05347, 0.87643], [-3.89256, 0.38718, -0.39381], [-2.80865, 0.41929, -1.16634], [-2.99095, 0.80706, -2.56704], [-4.33278, 0.35845, -3.10814], [-5.39564, 1.00340, -2.24849], [-5.11400, 0.73122, -0.83873], [-6.27427, 0.75420, 0.05741], [-5.40165, 2.06147, 1.51645], [-6.70700, 1.04987, 2.14048], [-5.31045, -0.95195, 2.01133], [-4.36160, 0.27879, 2.84478], [-2.87125, -0.34157, 1.16918], [-2.18503, 0.34674, -3.15234], [-2.89324, 1.89447, -2.67534], [-4.41407, -0.72928, -3.05320], [-4.44689, 0.65477, -4.14960], [-6.38012, 0.58947, -2.46852], [-5.44329, 2.08259, -2.41823], [-6.79316, -0.20881, 0.01200], [-6.95572, 1.51495, -0.32215]], "e_homo_ev": -12.6, "total_charge": 2, "gap_ev": 6.42, "relative_energy_kcal_mol": 0.0, "total_energy_ha": -2212.52488, "multiplicity": 1}

Entry 3:
{"formula": "C36H50CsGeN7O5", "method": "ωB97M-V with the def2-TZVPD basis set", "species": ["Cs", "C", "O", "C", "N", "C", "C", "C", "C", "C", "C", "C", "C", "C", "C", "C", "C", "N", "C", "N", "C", "C", "O", "C", "C", "C", "C", "C", "C", "H", "H", "H", "H", "H", "H", "H", "H", "H", "H", "H", "H", "H", "H", "H", "H", "H", "H", "H", "N", "C", "C", "C", "C", "N", "C", "N", "N", "C", "O", "O", "H", "H", "H", "H", "H", "H", "H", "H", "H", "H", "H", "H", "H", "H", "C", "C", "C", "O", "H", "H", "H", "H", "H", "H", "C", "Ge", "C", "C", "C", "H", "H", "H", "H", "H", "H", "H", "H", "H", "H", "H"], "positions_angstrom": [[0.14208, -0.54857, 0.70121], [4.78206, 2.58214, 1.19611], [5.17673, 1.19960, 1.18115], [4.01649, 0.49060, 1.13118], [2.93632, 1.12298, 0.96511], [3.28326, 2.54008, 0.82218], [2.99982, 3.08666, -0.56429], [3.31715, 4.41962, -0.82841], [3.11870, 4.95665, -2.08896], [2.57999, 4.16653, -3.10109], [2.22417, 2.85458, -2.83266], [2.44210, 2.31265, -1.57044], [4.19375, -0.97824, 1.24238], [5.45274, -1.51248, 0.98981], [5.61242, -2.88210, 1.09158], [4.53084, -3.65371, 1.46804], [3.30807, -3.02783, 1.70098], [3.13618, -1.71513, 1.57618], [2.16352, -3.83296, 2.20633], [0.95016, -3.49065, 2.28434], [0.24513, -4.57861, 2.98684], [1.31895, -5.67845, 3.13343], [2.53648, -5.04908, 2.69217], [-1.00620, -5.05271, 2.29351], [-2.23982, -4.90797, 2.91308], [-3.39670, -5.37025, 2.30152], [-3.32474, -5.98675, 1.06289], [-2.09544, -6.13148, 0.43530], [-0.94348, -5.66633, 1.04702], [5.39649, 3.12432, 0.48106], [4.95208, 2.96957, 2.20114], [2.69156, 3.11631, 1.53872], [3.74221, 5.03932, -0.04558], [3.40256, 5.98255, -2.28999], [2.47284, 4.57753, -4.10032], [1.77931, 2.22845, -3.59531], [2.15883, 1.28844, -1.37276], [6.27390, -0.86304, 0.72643], [6.57251, -3.34077, 0.89628], [4.61588, -4.72307, 1.59037], [-0.04106, -4.18715, 3.96668], [1.12316, -6.53933, 2.49475], [1.45792, -6.01217, 4.15954], [-2.29406, -4.42261, 3.88162], [-4.35420, -5.24074, 2.79002], [-4.22492, -6.33462, 0.57367], [-2.04037, -6.58603, -0.54469], [0.00920, -5.76110, 0.53649], [-1.32905, 2.77102, 1.22314], [-0.50597, 3.31636, 0.16243], [-0.55148, 4.83711, -0.02990], [-1.93060, 5.37663, -0.41571], [-1.86222, 6.52758, -1.41400], [-1.12024, 6.18814, -2.63156], [-1.48215, 5.22105, -3.46480], [-2.76623, 4.85637, -3.58372], [-0.58134, 4.74483, -4.35044], [-0.74992, 2.52249, -1.15347], [-1.03853, 3.17208, -2.19569], [-0.59874, 1.29820, -1.06336], [-2.32204, 2.90583, 1.09107], [-1.05734, 3.08395, 2.14466], [0.52681, 3.06982, 0.42501], [0.18205, 5.06849, -0.80696], [-0.20452, 5.32447, 0.88787], [-2.47254, 5.73101, 0.46401], [-2.51558, 4.56394, -0.85224], [-1.34515, 7.38731, -0.98843], [-2.86017, 6.88072, -1.68743], [-0.13234, 6.38648, -2.62598], [-3.40079, 5.16917, -2.86898], [-2.90808, 3.89399, -3.85218], [0.34548, 4.65509, -3.95052], [-0.85892, 3.86571, -4.76599], [-3.58836, -0.87361, 4.30621], [-2.74155, -0.16867, 3.26984], [-3.28293, -0.15377, 1.88460], [-1.65489, 0.29242, 3.56418], [-4.54941, -0.36513, 4.40863], [-3.07676, -0.89353, 5.26567], [-3.79939, -1.89036, 3.96742], [-4.36422, -0.01259, 1.85726], [-3.05018, -1.12841, 1.40817], [-2.77833, 0.57042, 1.24593], [-2.08488, -4.63419, -2.92129], [-1.71742, -2.93872, -1.91601], [0.27613, -3.05817, -1.78904], [-2.07609, -1.53675, -3.26628], [-2.41231, -2.46628, -0.20919], [-1.79051, -4.49618, -3.96525], [-3.13719, -4.92550, -2.89729], [-1.49471, -5.45831, -2.51211], [0.71950, -3.37828, -2.73483], [0.56686, -3.75832, -1.00076], [0.68745, -2.07665, -1.54269], [-1.53859, -1.74168, -4.19580], [-1.77385, -0.55900, -2.88423], [-3.14506, -1.49861, -3.49204], [-2.30931, -3.34664, 0.44334], [-3.49897, -2.30594, -0.31585]], "e_homo_ev": -4.7, "gap_ev": 4.68, "relative_energy_kcal_mol": 32.4, "total_energy_ha": -4258.32199, "multiplicity": 1}

Entry 4:
{"formula": "C4H8BrN", "method": "ωB97M-V with the def2-TZVPD basis set", "species": ["H", "N", "C", "C", "C", "C", "H", "H", "H", "H", "H", "H", "Br", "H"], "positions_angstrom": [[0.90756, 2.76221, -1.06407], [0.91463, 1.95590, -0.45563], [0.11849, 0.99757, -0.61248], [0.34302, -0.14067, 0.30443], [0.45352, 0.05519, 1.58969], [0.50071, -1.36047, -0.58761], [-0.70865, 0.92779, -1.38231], [0.59972, -0.76287, 2.32758], [0.46572, 1.06963, 1.99870], [-0.44438, -1.61356, -1.01591], [0.90390, -2.17436, -0.10458], [1.18101, -1.00442, -1.32578], [-3.21217, -0.37886, -0.19919], [-2.02308, -0.33308, 0.52717]], "e_homo_ev": -9.6, "gap_ev": 10.44, "relative_energy_kcal_mol": 18.7, "total_energy_ha": -2785.92021, "multiplicity": 1, "smiles": "[H]/N=C/C(=C)C.Br"}